Record 1
Computed, not measured: a molecular structure, C54H64BN5P3Ti, with the ωB97M-V functional and the def2-TZVPD basis.

Atoms and positions in Å:
Ti  0.181  0.407  -0.431
C  0.973  0.404  5.298
C  0.876  -0.353  3.975
C  -0.459  -1.104  3.968
P  1.065  0.561  2.332
C  2.869  1.136  2.289
C  3.715  1.034  3.555
C  3.029  2.508  1.630
C  0.211  2.141  2.639
C  0.677  3.020  3.613
C  0.217  4.321  3.733
C  0.708  5.231  4.827
C  -0.684  4.747  2.768
C  -1.168  3.891  1.796
C  -0.798  2.530  1.726
N  -1.307  1.579  0.838
C  -2.581  1.704  0.320
C  -3.508  2.737  0.593
C  -4.685  2.880  -0.124
C  -5.050  1.974  -1.109
C  -6.265  2.170  -1.979
C  -4.276  0.821  -1.202
C  -3.106  0.648  -0.479
P  -2.288  -0.969  -0.248
C  -3.290  -1.480  1.312
C  -4.782  -1.732  1.091
C  -3.170  -0.464  2.452
C  -3.270  -2.061  -1.429
C  -3.106  -3.545  -1.048
C  -3.009  -1.829  -2.921
H  0.792  -0.304  6.112
H  1.950  0.853  5.467
H  0.210  1.182  5.363
H  1.682  -1.085  3.932
H  -1.265  -0.414  4.218
H  -0.667  -1.545  2.994
H  -0.456  -1.902  4.717
H  3.290  0.413  1.593
H  3.491  1.824  4.275
H  3.600  0.064  4.040
H  4.768  1.138  3.276
H  2.888  3.317  2.349
H  4.033  2.593  1.208
H  2.315  2.647  0.818
H  1.454  2.684  4.287
H  1.788  5.141  4.960
H  0.477  6.272  4.599
H  0.237  4.982  5.781
H  -1.011  5.782  2.763
H  -1.811  4.328  1.052
H  -3.328  3.425  1.401
H  -5.331  3.725  0.093
H  -6.649  3.186  -1.887
H  -6.019  1.993  -3.028
H  -7.068  1.478  -1.708
H  -4.619  0.040  -1.870
H  -2.814  -2.413  1.634
H  -5.244  -0.873  0.598
H  -4.995  -2.630  0.513
H  -5.262  -1.849  2.066
H  -3.885  0.345  2.304
H  -3.401  -0.946  3.405
H  -2.180  -0.027  2.509
H  -4.310  -1.789  -1.250
H  -2.120  -3.736  -0.634
H  -3.846  -3.863  -0.312
H  -3.221  -4.175  -1.933
H  -2.065  -2.265  -3.230
H  -3.804  -2.307  -3.503
H  -2.986  -0.771  -3.175
B  2.908  2.099  -2.178
N  3.193  1.012  -1.133
C  4.457  0.502  -1.062
C  4.807  -0.665  -0.485
C  3.760  -1.614  0.032
N  2.174  0.279  -0.581
N  1.702  2.963  -1.734
C  1.515  4.201  -2.194
C  0.249  4.626  -1.827
C  -0.271  3.552  -1.118
N  0.612  2.548  -1.062
H  3.870  2.825  -2.268
H  2.632  1.575  -3.245
H  5.204  1.141  -1.514
H  5.851  -0.947  -0.422
H  3.936  -2.603  -0.411
H  2.289  4.694  -2.757
H  -0.227  5.569  -2.034
H  -1.250  3.475  -0.687
C  2.573  -6.649  -1.603
C  1.204  -6.587  -1.405
C  0.546  -5.365  -1.466
C  1.232  -4.183  -1.738
C  2.612  -4.266  -1.943
C  3.276  -5.480  -1.870
P  0.249  -2.594  -1.661
C  1.119  -1.792  -0.266
C  2.427  -1.150  -0.622
C  3.863  -1.853  1.508
C  2.981  -2.504  2.280
C  1.632  -2.903  1.975
C  0.867  -2.576  0.904
C  0.811  -1.772  -3.201
C  1.383  -2.500  -4.224
C  1.544  -1.959  -5.510
C  1.020  -0.736  -5.801
C  0.331  0.000  -4.813
C  -0.381  1.162  -5.174
C  -1.175  1.773  -4.247
C  -1.171  1.333  -2.917
C  -0.387  0.290  -2.448
C  0.285  -0.468  -3.465
H  3.091  -7.598  -1.555
H  0.644  -7.494  -1.207
H  -0.526  -5.327  -1.308
H  3.176  -3.379  -2.196
H  4.347  -5.515  -2.027
H  2.606  -1.353  -1.690
H  4.818  -1.578  1.946
H  3.307  -2.736  3.293
H  1.152  -3.510  2.736
H  -0.127  -3.034  0.901
H  1.699  -3.518  -4.061
H  2.047  -2.541  -6.274
H  1.076  -0.332  -6.806
H  -0.320  1.523  -6.194
H  -1.783  2.627  -4.524
H  -1.796  1.886  -2.233

As for the max |F|: 2.309 eV/Å. Its energy above the lowest of the compared OMol25 structures with the same formula, charge and spin is 0.0 kcal/mol. Its charge is -1. The HOMO-LUMO gap (alpha / beta) comes out at 5.772 / 5.798 eV.

Mulliken atomic charge list, values in e, 2 entries:
1 Ti -3.6894
2 C -1.7916

=====

Record 2
Computed, not measured: a molecular structure, C54H64CsN6P2S2SeSi2, with the ωB97M-V functional and the def2-TZVPD basis.

Atoms and positions in Å:
Cs  -0.382  -0.884  -0.816
C  -0.893  0.150  3.350
Si  0.981  -0.150  3.390
C  1.642  1.548  3.901
C  1.357  -1.308  4.833
N  1.467  -0.756  1.915
P  2.712  -0.780  0.912
C  2.482  -1.493  -0.545
P  2.649  -1.356  -2.174
N  1.360  -1.032  -3.053
Si  0.814  -1.138  -4.631
C  -0.917  -0.376  -4.698
C  1.875  -0.216  -5.890
C  0.646  -2.905  -5.256
C  3.980  -0.145  -2.579
C  5.317  -0.424  -2.293
C  6.307  0.515  -2.533
C  5.972  1.767  -3.038
C  4.643  2.067  -3.297
C  3.658  1.112  -3.077
C  3.327  -2.916  -2.890
C  4.170  -2.938  -3.999
C  4.536  -4.139  -4.591
C  4.043  -5.339  -4.095
C  3.189  -5.328  -2.999
C  2.846  -4.126  -2.400
C  4.158  -1.543  1.766
C  4.785  -2.661  1.237
C  5.846  -3.261  1.905
C  6.302  -2.734  3.104
C  5.690  -1.604  3.638
C  4.623  -1.021  2.974
C  3.274  0.965  0.702
C  4.601  1.335  0.504
C  4.936  2.648  0.200
C  3.948  3.614  0.080
C  2.617  3.257  0.266
C  2.292  1.947  0.578
H  -1.247  0.579  4.292
H  -1.506  -0.726  3.124
H  -1.066  0.880  2.550
H  1.271  1.813  4.897
H  1.302  2.314  3.200
H  2.733  1.602  3.923
H  0.975  -0.927  5.784
H  2.441  -1.422  4.922
H  0.943  -2.309  4.683
H  -0.901  0.647  -4.313
H  -1.612  -0.957  -4.082
H  -1.320  -0.353  -5.714
H  1.892  0.859  -5.690
H  1.505  -0.367  -6.908
H  2.906  -0.574  -5.848
H  0.105  -3.513  -4.526
H  1.627  -3.367  -5.397
H  0.107  -2.949  -6.207
H  5.575  -1.392  -1.875
H  7.343  0.277  -2.317
H  6.744  2.506  -3.218
H  4.371  3.047  -3.672
H  2.618  1.333  -3.291
H  4.544  -2.003  -4.404
H  5.199  -4.140  -5.449
H  4.318  -6.276  -4.566
H  2.776  -6.253  -2.614
H  2.175  -4.115  -1.550
H  4.426  -3.038  0.282
H  6.324  -4.138  1.481
H  7.134  -3.196  3.622
H  6.047  -1.184  4.571
H  4.140  -0.143  3.390
H  5.381  0.585  0.578
H  5.974  2.912  0.037
H  4.211  4.635  -0.166
H  1.833  4.000  0.169
H  1.255  1.673  0.744
S  -3.799  -0.111  -0.328
C  -4.069  1.517  -0.443
N  -5.231  2.057  -0.839
C  -5.496  3.475  -0.625
C  -4.836  3.892  0.668
N  -3.409  3.625  0.553
C  -2.508  4.619  1.125
C  -2.709  4.727  2.615
C  -3.098  5.924  3.199
C  -3.271  6.013  4.575
C  -3.059  4.899  5.372
C  -2.671  3.697  4.792
C  -2.499  3.610  3.421
C  -2.983  2.514  -0.071
S  -1.414  2.201  -0.454
C  -6.341  1.271  -1.367
C  -7.481  1.180  -0.382
C  -7.255  0.666  0.895
C  -8.291  0.595  1.812
C  -9.564  1.032  1.464
C  -9.795  1.542  0.197
C  -8.753  1.619  -0.721
H  -6.575  3.607  -0.546
H  -5.128  4.075  -1.464
H  -5.277  3.360  1.516
H  -4.971  4.961  0.835
H  -2.695  5.582  0.642
H  -1.492  4.312  0.885
H  -3.258  6.797  2.576
H  -3.570  6.952  5.022
H  -3.190  4.968  6.444
H  -2.491  2.826  5.409
H  -2.184  2.674  2.974
H  -5.953  0.283  -1.607
H  -6.679  1.748  -2.291
H  -6.263  0.318  1.157
H  -8.107  0.193  2.799
H  -10.373  0.975  2.181
H  -10.783  1.885  -0.079
H  -8.935  2.021  -1.711
C  1.362  -4.425  1.043
N  -0.056  -4.108  0.948
C  -0.682  -3.177  1.747
C  -1.965  -3.095  1.335
N  -2.102  -3.977  0.271
C  -3.321  -4.175  -0.482
C  -0.924  -4.614  0.044
Se  -0.585  -5.899  -1.250
H  1.634  -4.542  2.090
H  1.939  -3.615  0.580
H  1.537  -5.351  0.499
H  -0.127  -2.625  2.484
H  -2.778  -2.479  1.674
H  -4.135  -4.445  0.192
H  -3.146  -4.979  -1.193
H  -3.586  -3.265  -1.021

As for the max |F|: 0.616 eV/Å. Its energy above the lowest of the compared OMol25 structures with the same formula, charge and spin is 0.0 kcal/mol. Its charge is -1. The HOMO-LUMO gap comes out at 4.492 eV.

Mulliken atomic charge list, values in e, 2 entries:
1 Cs 2.2688
2 C 0.0054

=====

Record 3
Computed, not measured: a molecular structure, C54H64F3Ge2NNaO5S4, with the ωB97M-V functional and the def2-TZVPD basis.

Atoms and positions in Å:
Na  0.423  -0.440  0.469
C  8.251  -5.333  -4.205
C  7.466  -4.060  -4.034
C  7.751  -3.183  -3.000
C  7.094  -1.961  -2.869
C  7.516  -1.004  -1.784
C  6.094  -1.628  -3.787
C  5.771  -2.514  -4.823
C  4.714  -2.164  -5.835
C  6.462  -3.713  -4.930
C  5.595  -0.215  -3.845
C  6.512  0.632  -4.471
C  6.261  1.978  -4.629
C  5.064  2.483  -4.161
C  4.115  1.662  -3.553
C  4.360  0.280  -3.384
Ge  3.027  -0.856  -2.419
S  1.068  -0.021  -2.254
S  3.880  -1.363  -0.380
Ge  2.659  -3.275  -0.710
S  0.644  -3.253  0.025
S  2.875  -3.040  -2.961
C  3.494  -4.869  0.132
C  3.241  -6.148  -0.390
C  3.607  -7.284  0.326
C  4.203  -7.178  1.572
C  4.440  -5.921  2.102
C  4.090  -4.771  1.397
C  4.379  -3.457  2.052
C  3.478  -2.912  2.969
C  2.203  -3.628  3.326
C  3.786  -1.691  3.570
C  4.965  -1.014  3.289
C  5.265  0.321  3.916
C  5.863  -1.597  2.402
C  5.589  -2.807  1.781
C  6.552  -3.385  0.783
C  2.596  -6.338  -1.726
C  1.233  -6.629  -1.830
C  0.378  -6.877  -0.617
C  0.667  -6.735  -3.098
C  1.423  -6.590  -4.251
C  0.783  -6.643  -5.613
C  2.788  -6.366  -4.122
C  3.386  -6.237  -2.876
C  4.857  -5.947  -2.779
C  2.881  2.416  -3.152
C  2.790  3.014  -1.898
C  3.814  2.772  -0.819
C  1.697  3.833  -1.618
C  0.701  4.066  -2.551
C  -0.485  4.941  -2.240
C  0.806  3.445  -3.793
C  1.878  2.627  -4.107
C  1.914  1.901  -5.423
H  8.792  -5.587  -3.293
H  8.983  -5.234  -5.011
H  7.602  -6.173  -4.457
H  8.530  -3.437  -2.287
H  8.377  -1.398  -1.244
H  6.705  -0.844  -1.071
H  7.786  -0.030  -2.196
H  4.853  -1.154  -6.226
H  3.720  -2.203  -5.382
H  4.731  -2.866  -6.669
H  6.215  -4.390  -5.743
H  7.442  0.203  -4.829
H  6.987  2.625  -5.108
H  4.834  3.538  -4.266
H  3.407  -8.259  -0.106
H  4.473  -8.067  2.128
H  4.900  -5.814  3.078
H  1.707  -4.026  2.440
H  1.507  -2.951  3.825
H  2.406  -4.463  4.003
H  3.087  -1.269  4.287
H  4.474  0.622  4.603
H  5.358  1.096  3.152
H  6.205  0.296  4.472
H  6.791  -1.083  2.167
H  7.517  -2.882  0.842
H  6.163  -3.261  -0.232
H  6.701  -4.455  0.941
H  0.740  -6.338  0.255
H  0.358  -7.947  -0.381
H  -0.646  -6.552  -0.800
H  -0.399  -6.925  -3.180
H  -0.243  -7.006  -5.554
H  1.339  -7.297  -6.288
H  0.759  -5.648  -6.063
H  3.401  -6.262  -5.013
H  5.369  -6.300  -3.676
H  5.313  -6.419  -1.908
H  5.025  -4.870  -2.698
H  4.445  1.910  -1.035
H  3.314  2.593  0.135
H  4.470  3.638  -0.693
H  1.627  4.293  -0.635
H  -0.324  5.512  -1.324
H  -1.390  4.337  -2.120
H  -0.674  5.650  -3.049
H  0.022  3.593  -4.530
H  1.139  2.274  -6.093
H  1.736  0.834  -5.256
H  2.881  1.997  -5.918
O  2.075  0.349  1.614
H  2.760  0.120  0.953
H  2.385  -0.130  2.394
O  -1.111  -1.318  1.994
H  -1.827  -1.055  1.379
H  -0.831  -2.195  1.687
O  -1.761  1.472  -2.369
H  -2.079  0.762  -2.941
H  -0.791  1.374  -2.420
O  -1.418  -2.099  -2.233
H  -0.627  -1.566  -2.463
H  -0.989  -2.796  -1.703
O  -2.571  -0.497  -0.252
H  -2.358  0.356  -0.661
H  -2.253  -1.137  -0.931
F  -3.877  5.462  2.369
C  -2.796  5.067  3.068
F  -1.986  6.142  3.167
F  -3.211  4.772  4.312
C  -2.097  3.914  2.407
C  -1.813  3.982  1.052
C  -1.139  2.918  0.474
N  -0.755  1.841  1.156
C  -1.041  1.786  2.454
C  -1.710  2.800  3.127
H  -2.110  4.833  0.454
H  -0.899  2.926  -0.580
H  -0.733  0.886  2.974
H  -1.924  2.711  4.182

As for the max |F|: 0.741 eV/Å. Its energy above the lowest of the compared OMol25 structures with the same formula, charge and spin is 0.0 kcal/mol. Its charge is -1. The HOMO-LUMO gap comes out at 6.882 eV.

Mulliken atomic charge list, values in e, 2 entries:
1 Na 1.5213
2 C -1.7425

=====

| no. | total energy (a.u.) |
| --- | --- |
| 1 | -4268.312109 |
| 2 | -6904.503085 |
| 3 | -8736.064416 |